{
  "formula": "C35H100N14O11",
  "method": "ωB97M-V/def2-TZVPD",
  "symbols": ["C", "O", "C", "C", "C", "N", "H", "H", "H", "H", "H", "H", "H", "H", "H", "H", "H", "C", "O", "C", "C", "C", "N", "H", "H", "H", "H", "H", "H", "H", "H", "H", "H", "H", "C", "O", "C", "C", "C", "N", "H", "H", "H", "H", "H", "H", "H", "H", "H", "H", "H", "C", "O", "C", "C", "C", "N", "H", "H", "H", "H", "H", "H", "H", "H", "H", "H", "H", "C", "O", "C", "C", "C", "N", "H", "H", "H", "H", "H", "H", "H", "H", "H", "H", "H", "C", "O", "C", "C", "C", "N", "H", "H", "H", "H", "H", "H", "H", "H", "H", "H", "H", "C", "O", "C", "C", "C", "N", "H", "H", "H", "H", "H", "H", "H", "H", "H", "H", "H", "C", "O", "C", "C", "C", "N", "H", "H", "H", "H", "H", "H", "H", "H", "H", "H", "H", "N", "C", "N", "O", "H", "H", "H", "H", "N", "C", "N", "O", "H", "H", "H", "H", "N", "C", "N", "O", "H", "H", "H", "H"],
  "positions_angstrom": [[-7.89706, 1.83190, 17.20398], [-9.06996, 2.32799, 16.59612], [-9.68652, 1.43724, 15.66777], [-10.42971, 0.31659, 16.40418], [-11.34339, -0.53515, 15.56044], [-11.12189, 0.76800, 17.64116], [-7.48802, 0.90814, 16.78534], [-8.05023, 1.63497, 18.27340], [-7.12556, 2.60835, 17.16915], [-10.48446, 2.04724, 15.22507], [-8.97043, 1.10645, 14.91017], [-9.62309, -0.31982, 16.79577], [-11.80327, -1.33495, 16.14888], [-10.83136, -1.05969, 14.74903], [-12.18031, 0.02584, 15.12975], [-10.82743, 1.74074, 17.77610], [-12.10698, 0.91679, 17.40751], [-10.53528, -7.43292, 10.97944], [-11.35202, -6.34679, 10.61251], [-11.18976, -5.09536, 11.29840], [-12.10489, -5.04998, 12.52335], [-13.56127, -5.13940, 12.08749], [-11.90390, -3.81378, 13.33925], [-10.69802, -8.21085, 10.23309], [-10.83308, -7.81891, 11.96565], [-9.45050, -7.25456, 11.01480], [-10.13973, -4.88392, 11.50241], [-11.55355, -4.36492, 10.56663], [-11.78958, -5.87912, 13.16535], [-14.23326, -4.98082, 12.93313], [-13.77800, -6.09124, 11.60116], [-13.77445, -4.32499, 11.39020], [-12.44011, -3.92661, 14.19656], [-12.45321, -3.07742, 12.87516], [-2.59054, 5.25716, 13.02437], [-2.81455, 3.91966, 13.28396], [-4.09739, 3.62138, 13.79853], [-4.26784, 2.10106, 13.74580], [-5.67906, 1.61778, 13.95797], [-3.31930, 1.43249, 14.64307], [-1.57734, 5.46347, 12.69628], [-2.72062, 5.86355, 13.94229], [-3.32767, 5.72983, 12.36047], [-4.14157, 4.02697, 14.81786], [-4.84440, 4.03208, 13.10093], [-3.87348, 1.92136, 12.74065], [-6.07998, 1.97257, 14.91024], [-5.70701, 0.52781, 14.00689], [-6.30439, 1.97677, 13.13682], [-3.51804, 1.62664, 15.61918], [-2.37549, 1.74680, 14.45545], [-7.55000, -5.60858, 8.67690], [-6.67213, -4.52652, 8.95574], [-6.45097, -4.36909, 10.33128], [-5.59466, -3.13059, 10.49217], [-4.18684, -3.35156, 9.94680], [-5.43990, -2.71922, 11.92329], [-7.14090, -6.57391, 9.00875], [-7.70146, -5.64586, 7.60512], [-8.44546, -5.46309, 9.29152], [-7.36031, -4.28192, 10.94812], [-5.89834, -5.24525, 10.71500], [-6.08601, -2.27104, 10.02899], [-4.21696, -3.66808, 8.90208], [-3.63956, -4.12921, 10.49547], [-3.51090, -2.49991, 10.06442], [-5.10168, -3.50763, 12.46966], [-4.66050, -2.06663, 11.89400], [-9.79520, 3.27402, 12.72794], [-10.16561, 3.94580, 11.54172], [-10.47761, 3.05517, 10.49865], [-11.28253, 3.81632, 9.46866], [-11.80203, 2.91678, 8.33811], [-10.58046, 4.97086, 8.91843], [-10.67599, 2.84808, 13.22623], [-9.46902, 4.07597, 13.39208], [-9.06525, 2.46960, 12.62607], [-9.67817, 2.46065, 10.00632], [-11.05158, 2.18671, 10.86853], [-12.15276, 4.19952, 10.01560], [-12.71971, 3.31767, 7.91527], [-12.15900, 2.00507, 8.84902], [-11.02078, 2.55235, 7.67611], [-10.76801, 5.33473, 7.99900], [-9.57341, 4.85786, 8.96148], [-7.97382, -2.01063, 16.06210], [-7.35434, -1.62832, 17.29627], [-7.79618, -2.38379, 18.37392], [-7.05780, -2.02457, 19.64202], [-7.48609, -2.85297, 20.83631], [-7.22948, -0.61015, 20.05552], [-7.27597, -2.70334, 15.59923], [-8.09446, -1.14351, 15.41158], [-8.94124, -2.48183, 16.24019], [-8.87121, -2.22385, 18.59643], [-7.76790, -3.46710, 18.17789], [-5.99447, -2.13917, 19.39953], [-7.37436, -3.92924, 20.68376], [-8.53672, -2.61211, 21.01749], [-6.92039, -2.60587, 21.73006], [-6.89140, -0.08193, 19.24624], [-8.23253, -0.40654, 20.01856], [-4.69563, 0.57486, 10.38214], [-5.32636, 1.47374, 9.50398], [-6.24384, 0.81895, 8.61781], [-6.87339, 1.89056, 7.76923], [-7.71264, 1.18922, 6.68678], [-5.85088, 2.67538, 7.05094], [-4.32761, -0.35276, 9.91922], [-5.38051, 0.34215, 11.20397], [-3.78285, 1.07586, 10.70850], [-5.64347, 0.09859, 8.03709], [-6.90784, 0.16090, 9.18388], [-7.51160, 2.56198, 8.33983], [-7.07512, 1.05378, 5.81072], [-8.49065, 1.87938, 6.35887], [-8.09052, 0.23048, 7.02719], [-5.16077, 1.98367, 6.74410], [-5.29308, 3.13210, 7.77869], [-12.05366, -2.79089, 5.81784], [-11.64058, -2.22951, 7.04159], [-10.24225, -2.09705, 7.14693], [-9.88909, -1.66211, 8.55132], [-10.36608, -0.24683, 8.79105], [-8.45235, -1.71539, 8.78918], [-13.13258, -2.65048, 5.84806], [-11.78587, -3.84510, 5.70802], [-11.65365, -2.22077, 4.97096], [-9.74837, -3.04412, 6.88043], [-9.90390, -1.29523, 6.47079], [-10.43286, -2.28988, 9.27169], [-10.25710, 0.10435, 9.81624], [-11.43867, -0.11782, 8.58844], [-10.02060, 0.46465, 8.03608], [-8.05383, -2.58032, 8.43582], [-8.18188, -1.61125, 9.75823], [-14.94208, -0.79804, 12.47424], [-13.63915, -0.95262, 12.03565], [-12.76638, 0.06722, 12.33638], [-13.27330, -1.98476, 11.46910], [-15.21777, -0.01229, 13.02591], [-15.52358, -1.60656, 12.36167], [-11.76072, -0.09040, 12.26253], [-13.07885, 0.75684, 12.99429], [-7.77394, -0.82953, 12.32253], [-9.13012, -0.99990, 12.28524], [-9.48544, -2.30080, 12.46441], [-9.93135, -0.06982, 12.15254], [-7.30916, 0.05628, 12.27918], [-7.19551, -1.63425, 12.53442], [-10.43417, -2.66523, 12.55185], [-8.80471, -3.04157, 12.49387], [-7.79115, -8.03414, 13.42592], [-7.55330, -6.68391, 13.57915], [-6.20396, -6.35448, 13.69170], [-8.44103, -5.85212, 13.72949], [-6.98287, -8.60722, 13.56114], [-8.73146, -8.34817, 13.29856], [-5.92672, -5.40233, 13.55821], [-5.55589, -7.10211, 13.52593]],
  "forces_ev_per_a": [[0.5, 0.2, 0.7], [0.2, -0.3, -0.4], [-1.4, 0.8, 0.6], [1.2, -0.9, 1.1], [-0.3, -0.5, -0.4], [-0.4, 1.2, -1.0], [-0.2, 0.0, -0.3], [-0.3, 0.0, -0.1], [0.0, 0.0, -0.2], [0.4, 0.1, -0.4], [-0.1, -0.2, 0.0], [-0.2, -0.2, -0.1], [0.1, 0.1, 0.2], [0.1, 0.3, -0.1], [0.2, 0.2, 0.0], [0.3, -0.3, 0.4], [0.0, -0.4, 0.1], [-0.2, -0.1, 0.4], [0.5, 0.2, -0.2], [-0.6, -0.1, -0.5], [0.2, 0.4, 0.6], [0.0, -0.2, -0.2], [-0.4, 0.1, -0.6], [-0.1, 0.0, 0.1], [0.1, -0.1, -0.1], [-0.1, 0.5, -0.1], [0.1, -0.2, 0.3], [0.2, 0.1, 0.1], [-0.3, -0.1, 0.0], [0.0, -0.3, 0.1], [-0.1, 0.0, 0.1], [0.1, -0.1, 0.0], [0.4, -0.2, 0.2], [0.3, -0.2, -0.2], [-0.6, 1.8, 1.0], [0.4, -1.0, -0.4], [-0.3, 0.0, -0.5], [1.6, 0.6, 0.3], [0.0, 0.0, -0.1], [-0.2, -0.4, 0.0], [0.1, -0.5, -0.3], [0.2, -0.2, 0.1], [0.1, -0.5, -0.5], [-0.5, 0.0, -0.1], [-0.1, 0.4, 0.5], [-0.5, -0.5, 0.0], [-0.1, 0.1, -0.1], [0.1, 0.0, -0.1], [-0.2, 0.0, 0.2], [-0.1, 0.1, -0.1], [0.0, 0.1, 0.0], [0.3, 0.0, 0.9], [-0.3, -0.2, -0.1], [0.5, 0.1, 0.4], [1.1, 0.4, 1.1], [0.3, -0.4, -0.6], [-0.4, -0.4, -0.3], [0.3, 0.1, -0.1], [-0.3, 0.1, 0.0], [-0.4, 0.0, -0.6], [-0.2, 0.0, -0.4], [-0.1, 0.0, 0.1], [0.1, -0.2, -0.3], [0.1, 0.2, 0.0], [-0.5, -0.2, 0.1], [-0.4, 0.3, -0.3], [0.1, 0.0, -0.1], [-0.1, 0.1, 0.4], [-0.6, 0.8, 0.6], [0.8, -0.9, -0.3], [-0.6, -0.8, -0.5], [-0.8, 0.4, -1.3], [-0.5, -1.3, 1.9], [1.5, 0.5, 0.9], [-0.1, -0.2, -0.3], [0.4, -0.3, 0.1], [0.2, 0.2, -0.3], [0.7, 1.0, 0.3], [-0.5, 0.5, 0.2], [0.0, 0.0, 0.0], [0.4, 0.3, -0.7], [0.0, 0.0, -0.2], [-0.1, 0.5, -0.4], [-0.7, -0.5, -0.1], [-0.1, 0.0, 0.2], [0.7, -0.1, 0.4], [-0.2, 0.6, -0.5], [-1.3, -0.7, 0.9], [0.8, 0.5, 0.4], [-0.1, -0.5, -0.3], [-0.1, 0.0, -1.3], [-0.2, -0.3, -0.4], [0.0, 0.0, 0.1], [0.0, 0.0, -0.1], [0.0, 0.3, -0.3], [0.5, 0.0, -0.1], [0.0, -0.1, 0.3], [-0.2, 0.0, -0.1], [0.0, -0.2, 0.2], [0.1, 0.3, -0.1], [0.1, 0.2, 0.4], [0.1, -0.1, 0.3], [0.4, 0.5, -0.2], [0.0, -0.4, -0.1], [1.0, -0.1, 1.0], [-0.2, -0.9, -1.4], [0.2, 0.7, -0.1], [0.7, 0.0, 1.0], [-0.4, 0.0, -0.3], [0.3, -0.2, 0.2], [-0.2, 0.0, 0.5], [-0.2, 0.2, -0.5], [-0.5, 0.5, 0.0], [0.1, 0.0, 0.3], [0.0, -0.3, 0.0], [-0.3, -0.3, 0.0], [-0.2, 0.0, 0.0], [-0.3, 0.1, -0.4], [-0.3, 0.3, -0.2], [-0.3, 0.7, 0.2], [0.3, -0.2, 0.2], [0.2, 0.2, -0.1], [-0.4, 0.4, 1.1], [-1.5, 0.8, -0.6], [0.5, -0.4, -0.9], [-0.1, -0.4, -0.4], [0.0, 0.0, 0.1], [0.0, -0.1, 0.0], [0.0, 0.0, 0.0], [0.1, -0.3, -0.2], [-0.1, -0.2, -0.2], [0.5, 0.0, -0.1], [-0.1, -0.8, 0.3], [0.9, -0.1, 0.3], [0.0, 0.0, 0.2], [-0.4, 0.0, 0.1], [1.0, -0.1, -0.6], [0.6, -0.1, 0.6], [-1.0, -0.4, -0.2], [-0.3, 0.6, 0.0], [-0.2, 0.0, 0.1], [-0.2, 0.1, 0.1], [0.0, -0.1, -0.2], [0.1, 0.2, 0.0], [0.0, -0.5, -0.1], [0.1, -0.1, 0.5], [-0.3, -0.3, -0.3], [0.3, -0.2, 0.1], [-0.4, 0.3, 0.0], [0.3, 0.2, -0.2], [0.1, 0.6, 0.2], [0.2, 0.2, 0.2], [0.9, 1.4, -0.1], [-0.5, 0.6, 1.0], [-0.9, -0.9, -0.1], [0.5, -0.4, -0.8], [-0.4, -0.8, -0.2], [0.0, -0.3, 0.2], [0.0, 0.1, 0.1], [0.4, 0.4, -0.2]],
  "mulliken_charge": [-0.72, -0.48, 0.12, 2.27, -1.19, -0.82, 0.13, 0.28, 0.40, 0.17, -0.14, -1.44, 0.46, -0.08, 0.46, 0.34, 0.33, -0.55, -0.47, 0.24, 0.63, -1.54, -0.49, 0.32, 0.29, 0.09, -0.20, -0.10, 0.41, 0.41, 0.37, 0.26, 0.37, -0.28, -0.79, -0.32, -0.96, 0.95, -0.76, -0.72, 0.27, 0.30, 0.31, 0.40, 0.41, -0.15, 0.43, 0.16, -0.03, 0.27, 0.31, -0.46, -0.40, -0.11, 1.74, -1.79, -0.46, 0.32, 0.33, -0.02, -0.32, 0.54, -0.92, 0.38, 0.39, 0.46, 0.18, 0.26, -0.50, -0.53, 0.52, 0.46, -1.06, -0.62, 0.21, 0.49, 0.11, -0.17, -0.32, 0.18, 0.43, 0.20, 0.19, 0.24, 0.23, -0.63, -0.27, -0.34, 0.16, -1.56, -0.75, 0.43, -0.29, 0.45, 0.21, 0.40, 0.34, 0.38, 0.33, 0.39, 0.26, 0.35, -0.19, -0.40, -0.25, 0.88, -1.16, -0.83, 0.30, -0.20, 0.48, 0.18, 0.06, 0.00, 0.50, 0.21, -0.01, 0.35, 0.35, -0.85, -0.27, -0.90, 1.56, -0.76, 0.25, 0.24, 0.30, 0.33, 0.60, 0.29, -0.53, -0.59, 0.64, -0.01, 0.21, -0.56, -0.44, 0.62, 0.07, -0.58, 0.15, 0.23, 0.03, 0.22, 0.78, 0.07, 1.12, -0.62, -0.64, -0.27, -0.60, -0.31, -0.40, 0.69, -0.43, -0.55, 0.14, 0.24, 0.15, 0.19],
  "multiplicity": 1,
  "gap_ev": 8.4,
  "e_lumo_ev": 0.105,
  "smiles": "COC[C@H](C)N.COC[C@H](C)N.COC[C@H](C)N.COC[C@H](C)N.COC[C@H](C)N.COC[C@H](C)N.COC[C@H](C)N.COC[C@H](C)N.NC(N)=O.NC(N)=O.NC(N)=O",
  "e_above_lowest_kcal_mol": 14.2,
  "energy_ha": -2987.6958
}

***

{
  "formula": "C8H6Br2F9N2ORu",
  "method": "ωB97M-V/def2-TZVPD",
  "symbols": ["Ru", "Br", "C", "Br", "H", "H", "F", "C", "F", "F", "C", "O", "C", "F", "F", "F", "C", "F", "F", "F", "N", "C", "C", "C", "N", "H", "H", "H", "H"],
  "positions_angstrom": [[0.98840, -0.68356, 0.72567], [3.41878, -1.14248, 1.24848], [2.95861, -2.97465, 1.77066], [1.05580, -3.15870, 1.39276], [3.12055, -3.07532, 2.82965], [3.52793, -3.66383, 1.16981], [-2.94875, -2.30370, 0.38465], [-2.34219, -2.12657, -0.77165], [-1.40114, -3.06363, -0.91886], [-3.17901, -2.15725, -1.77430], [-1.61073, -0.69562, -0.76478], [-0.89342, -0.60556, 0.42006], [-0.63648, -0.54944, -1.96174], [0.46005, -1.33871, -1.66624], [-0.17264, 0.71396, -2.00351], [-1.10316, -0.88795, -3.11578], [-2.70484, 0.44234, -0.77808], [-2.12685, 1.58461, -0.32169], [-3.71015, 0.14839, 0.01232], [-3.10786, 0.63005, -2.01092], [0.22465, 2.24985, 1.27129], [0.56445, 3.48518, 1.09391], [1.79181, 3.47017, 0.30341], [2.06840, 2.10759, 0.08939], [1.13691, 1.35950, 0.66855], [-0.59044, 1.90182, 1.76553], [0.00013, 4.32412, 1.49070], [2.33592, 4.33154, -0.06743], [2.87529, 1.67785, -0.48187]],
  "forces_ev_per_a": [[-1.8, -1.0, 0.2], [0.2, 0.1, 0.0], [-0.3, 0.0, -0.1], [0.0, 0.0, -0.2], [0.1, 0.0, 0.4], [0.2, -0.2, -0.3], [0.1, -0.1, -0.1], [0.3, 0.5, 0.0], [0.0, 0.0, 0.1], [-0.1, -0.1, 0.0], [-0.8, -0.4, -0.2], [1.6, 0.2, 0.5], [0.1, 0.2, -0.1], [0.2, 0.3, 0.1], [0.1, -0.2, 0.1], [-0.1, -0.1, 0.1], [0.1, 0.0, 0.0], [0.0, -0.1, 0.0], [0.1, 0.1, 0.0], [0.0, 0.1, 0.0], [0.2, 0.0, -0.1], [0.2, 0.1, -0.1], [-0.2, 0.6, 0.1], [-0.7, -0.8, 0.4], [0.8, 1.2, -0.7], [-0.2, -0.2, 0.0], [0.0, 0.0, 0.0], [0.0, 0.0, 0.1], [0.1, -0.1, -0.1]],
  "mulliken_spin": [2.53, 0.01, 0.01, -0.01, 0.00, 0.00, 0.01, 0.05, 0.00, 0.01, -0.03, 0.39, 0.02, 0.03, 0.00, 0.00, 0.03, 0.00, 0.00, 0.00, 0.05, 0.23, 0.37, 0.10, 0.17, 0.00, 0.00, 0.01, 0.00],
  "multiplicity": 5,
  "gap_ev": [9.0, 5.9],
  "e_lumo_ev": [-13.013, -15.804],
  "e_above_lowest_kcal_mol": 2.1,
  "total_charge": 3,
  "energy_ha": -6633.6233
}

***

{
  "formula": "C9H9N3O2",
  "method": "ωB97M-V/def2-TZVPD",
  "symbols": ["N", "C", "C", "C", "C", "C", "C", "C", "N", "C", "C", "N", "O", "O", "H", "H", "H", "H", "H", "H", "H", "H", "H"],
  "positions_angstrom": [[0.41827, 0.27957, -2.29047], [0.24168, -0.50510, -1.10973], [0.50060, 0.44678, 0.09660], [1.08924, 1.72497, 0.02194], [1.34807, 2.44089, 1.22615], [1.11490, 1.76938, 2.39536], [0.46456, 0.58333, 2.49906], [0.10502, -0.10569, 1.31739], [-0.37415, -1.31137, 1.44510], [-0.91650, -1.88473, 0.44547], [-1.18663, -1.12224, -0.82694], [-1.79438, -1.93198, -1.81069], [-2.99186, -2.04716, -1.76080], [-1.09257, -2.52912, -2.56153], [0.62614, -0.28931, -3.12675], [-0.29399, 0.95889, -2.38608], [1.06916, -1.24795, -1.01746], [1.41826, 2.12826, -0.93769], [2.00785, 3.24548, 1.22293], [1.17006, 2.29270, 3.23155], [0.29420, 0.13398, 3.52426], [-1.37255, -2.77416, 0.75964], [-1.84539, -0.25540, -0.35731]],
  "forces_ev_per_a": [[1.2, -1.7, -0.9], [0.3, 1.3, 0.6], [-0.7, 0.0, -0.6], [0.2, 0.0, 0.7], [0.0, -3.1, -2.4], [-1.4, -0.4, -1.7], [-0.6, -1.6, 0.3], [2.9, 4.4, 1.2], [-1.5, -4.0, -0.1], [-0.4, 0.7, 1.2], [1.9, 3.0, 3.4], [-1.3, -0.2, 0.0], [-1.3, 0.2, 0.1], [1.6, -0.9, -1.4], [-0.7, 0.7, 0.6], [-0.7, 0.6, -0.6], [-0.9, 0.0, -0.4], [-0.2, -0.2, 0.3], [0.4, 1.8, -0.1], [1.1, 2.2, 3.9], [0.0, 0.5, -1.5], [-0.7, -1.7, -0.7], [0.7, -1.5, -1.8]],
  "nbo_charge": [-0.84, -0.06, -0.03, -0.20, -0.19, -0.23, -0.15, 0.06, -0.39, 0.12, -0.22, 0.53, -0.37, -0.37, 0.39, 0.37, 0.23, 0.23, 0.21, 0.20, 0.23, 0.21, 0.27],
  "multiplicity": 1,
  "gap_ev": 8.8,
  "e_lumo_ev": -0.135,
  "smiles": "N[C@H]1c2ccccc2N=C[C@@H]1[N+](=O)[O-]",
  "e_above_lowest_kcal_mol": 142.2,
  "energy_ha": -662.9426
}